54
Properties=species:S:1:pos:R:3:forces:R:3 method="wB97M-V/def2-TZVPD" lumo_energy_ev="4.222 / 4.223" total_charge=-2 total_energy_ha=-4512.33740 max_force_ev_per_a=2.088 spin_multiplicity=2 gap_ev="6.8 / 6.8"
H 2.83132 -1.05837 2.15325 0.00 -0.04 0.05
N 0.01320 1.34397 2.21578 0.18 0.61 -0.31
H 2.30103 0.99453 3.50753 0.11 0.07 0.08
H 4.94902 -4.24102 4.10611 0.02 0.02 -0.01
C 2.15220 0.34876 4.37185 -0.15 -0.23 0.01
H 2.35886 0.90415 5.28686 0.10 0.03 -0.04
H 0.10749 4.09535 -0.95845 0.03 -0.03 0.04
H 4.52390 0.68607 1.30225 -0.02 0.03 -0.01
Cl -2.61157 2.87357 -3.36896 -0.11 -0.17 -0.12
C 0.02098 0.15757 2.65434 0.26 -0.44 0.23
O -1.87222 0.72858 -1.41428 1.24 -1.39 -0.71
H 0.41099 -4.70485 -0.46070 -0.07 0.05 0.09
P 1.64370 -1.12076 -2.43079 0.56 -0.27 -0.02
O 1.81699 -1.64277 -3.78632 -0.10 0.21 -0.11
C -2.01748 0.25993 -2.61341 -0.42 0.57 0.34
C 3.65638 3.98020 1.18871 0.08 -0.07 -0.02
C 2.35019 3.82807 0.75613 -0.06 -0.10 0.07
S 0.35276 -0.00614 4.41796 -0.05 0.01 -0.14
C 1.79177 2.56608 0.56977 -0.03 0.24 0.24
C 3.91399 1.57168 1.15867 0.02 0.06 0.01
Cl -4.67823 0.94401 -2.69133 0.16 0.03 -0.08
H 1.72238 4.70242 0.61486 0.02 -0.01 -0.03
H 0.27398 2.61757 -1.91707 0.02 0.04 0.00
H -1.23823 2.91645 -1.04920 0.00 0.04 0.04
O 2.09027 0.20006 0.53292 0.21 0.08 -0.02
H 4.55778 -3.15214 6.29801 -0.02 0.00 -0.01
C 3.92890 -2.70419 2.99802 0.02 -0.01 0.06
H 5.45402 2.92891 1.73472 0.01 -0.01 -0.03
O -1.54327 -0.68509 -3.18162 0.16 -0.07 0.09
H 4.06427 4.96504 1.37925 0.01 -0.01 -0.02
C -0.16322 3.03577 -1.00684 0.03 -0.16 -0.17
O 0.82151 -2.17378 -1.44671 -0.44 0.51 -0.20
Cl -3.13993 0.64523 -5.12727 0.00 0.02 0.09
O -1.53125 -2.03497 -0.55566 0.57 0.31 -0.68
C 4.40854 -3.30294 4.15817 -0.03 0.07 0.02
O -0.97078 -3.84270 -2.37920 0.03 0.11 -0.14
C -3.05901 1.14150 -3.43577 -0.12 0.08 0.26
C 3.46862 -1.50596 5.45180 0.04 -0.01 -0.03
C 4.18242 -2.69698 5.38806 -0.04 0.04 -0.05
P -0.58286 -3.00508 -1.23679 0.04 -0.78 0.01
N -0.33316 1.52381 0.87907 -0.34 -0.03 -0.03
H 4.10324 -3.16757 2.03396 -0.04 0.01 0.02
S -0.18499 -1.28476 1.73547 -0.61 0.51 -0.64
H 3.28107 -1.03708 6.41365 0.01 -0.02 -0.03
H 2.87277 -0.69347 -0.76345 0.05 -0.02 -0.08
C 2.56625 1.38399 0.75051 0.14 -0.22 -0.21
O 1.01113 0.25835 -2.14037 -0.95 -0.56 0.13
Ru -0.20675 -0.25115 -0.43506 -0.68 0.67 1.85
O 3.02363 -1.15673 -1.62648 -0.01 0.21 0.09
C 4.43017 2.83116 1.38822 -0.14 0.02 -0.01
O -0.04036 -3.96375 -0.03766 -0.05 -0.09 -0.05
C 2.97744 -0.90686 4.29439 0.00 0.05 0.01
C 3.21782 -1.51390 3.06182 0.02 0.01 -0.01
C 0.39737 2.34688 0.18699 0.34 0.04 0.19